Entry 1:
{
  "formula": "C16H29ClNO6",
  "method": "ωB97M-V/def2-TZVPD",
  "species": ["C", "C", "Cl", "C", "C", "C", "C", "C", "N", "C", "H", "H", "H", "H", "H", "H", "H", "H", "H", "H", "H", "H", "H", "H", "H", "H", "H", "C", "C", "C", "O", "C", "O", "O", "H", "H", "H", "H", "H", "H", "C", "C", "C", "O", "C", "O", "O", "H", "H", "H", "H", "H", "H"],
  "coordinates": [[0.062590, -3.523006, -3.733786], [-0.727864, -4.682757, -3.119510], [-2.339177, -4.723641, -3.907043], [-0.902946, -4.632161, -1.598601], [0.238813, -3.976450, -0.836228], [1.557761, -4.771340, -0.981491], [2.694344, -3.950703, -0.335299], [2.215719, -3.013682, 0.774323], [1.017071, -3.482120, 1.516350], [-0.109053, -3.971782, 0.641689], [-0.201562, -2.588243, -3.249173], [-0.141976, -3.472614, -4.796319], [1.130122, -3.714970, -3.643396], [-0.224610, -5.605471, -3.390746], [-1.075322, -5.637609, -1.215301], [-1.824908, -4.081819, -1.394781], [0.425131, -2.961102, -1.185883], [1.795177, -4.991432, -2.013313], [1.413542, -5.696144, -0.418903], [3.095435, -3.304211, -1.113732], [3.522915, -4.567295, 0.000582], [3.017791, -2.951716, 1.506356], [2.085079, -1.998870, 0.425810], [1.244938, -4.187108, 2.216077], [0.672451, -2.671859, 2.043516], [-1.019679, -3.405065, 0.814678], [-0.333331, -4.988448, 0.955663], [1.007327, 3.288949, 0.695748], [1.560938, 1.897663, 0.875267], [0.516351, 0.816785, 1.038433], [1.209638, -0.154161, 1.849687], [2.160472, 0.518223, 2.567989], [2.768949, 0.029414, 3.463914], [2.291753, 1.775116, 2.116403], [0.468703, 3.605470, 1.583755], [1.817074, 3.999637, 0.542762], [0.344641, 3.336692, -0.164738], [2.248912, 1.653958, 0.060411], [0.211453, 0.376756, 0.090531], [-0.368826, 1.154797, 1.580510], [-3.853674, 7.659428, 0.778637], [-3.019512, 6.436166, 0.490664], [-2.237259, 5.911825, 1.671859], [-1.095473, 5.303182, 1.043379], [-0.907418, 5.941534, -0.147461], [0.054394, 5.814387, -0.834188], [-1.961882, 6.734093, -0.437586], [-3.217804, 8.501722, 1.052639], [-4.415727, 7.955130, -0.106373], [-4.558259, 7.465282, 1.587261], [-3.639057, 5.649418, 0.050900], [-2.787187, 5.174974, 2.252725], [-1.886982, 6.705178, 2.335334]],
  "atomic_forces_ev_per_a": [[-0.1, -0.5, 0.2], [0.5, 0.3, -0.3], [0.0, -0.2, 0.2], [-0.5, 0.5, 0.0], [0.9, -0.8, -0.2], [-0.2, 0.6, 1.0], [-0.4, 0.0, -0.6], [1.7, -0.3, 0.1], [-0.8, 0.8, 0.1], [-0.6, -0.4, -0.4], [0.0, 0.2, -0.2], [-0.1, 0.1, -0.1], [0.1, 0.2, 0.2], [-0.1, -0.2, -0.1], [0.1, -0.1, 0.0], [0.0, 0.1, 0.0], [-0.2, 0.1, 0.0], [0.0, -0.2, -0.1], [0.1, -0.3, -0.3], [0.2, 0.1, 0.0], [-0.1, -0.2, 0.1], [-0.1, 0.2, 0.2], [-0.6, 0.0, 0.0], [0.2, 0.0, -0.2], [0.2, 0.0, 0.1], [0.1, 0.4, 0.3], [0.1, -0.1, 0.0], [0.5, -0.1, 0.3], [-0.3, 0.4, -0.2], [0.0, -0.1, -0.1], [-0.3, -0.2, -0.2], [0.3, 0.3, 0.3], [-0.1, -0.1, -0.2], [-0.1, -0.4, 0.0], [-0.1, -0.1, 0.0], [0.0, 0.0, -0.1], [0.0, 0.0, 0.0], [0.0, -0.1, 0.1], [0.1, -0.1, 0.1], [0.1, 0.1, 0.0], [0.1, 0.2, -0.3], [-0.3, 0.3, 0.2], [0.0, -0.2, 0.2], [-0.3, 0.4, -0.1], [0.0, 0.1, -0.1], [0.0, -0.1, 0.1], [0.1, -0.2, 0.1], [0.0, -0.1, 0.1], [0.0, 0.0, 0.0], [0.0, -0.1, 0.0], [0.1, -0.1, 0.0], [0.1, -0.1, 0.0], [0.0, 0.1, -0.1]],
  "lowdin_charge": [-0.12, -0.72, 0.63, -0.21, -0.33, -0.13, -0.13, -0.12, 0.10, -0.08, 0.08, 0.07, 0.07, 0.10, 0.13, 0.11, 0.14, 0.11, 0.13, 0.12, 0.12, 0.14, 0.12, 0.19, 0.17, 0.14, 0.14, -0.02, -0.31, -0.09, 0.00, -0.56, 0.17, 0.11, 0.09, 0.10, 0.09, 0.16, 0.13, 0.14, -0.02, -0.33, -0.09, 0.02, -0.55, 0.16, 0.10, 0.10, 0.09, 0.09, 0.16, 0.14, 0.14],
  "e_tot_ha": -1593.2571,
  "gap_ev": 10.002,
  "charge": 1,
  "lumo_energy_ev": -2.97,
  "multiplicity": 1
}

---

Entry 2:
{
  "formula": "C16H29INO3S",
  "method": "ωB97M-V/def2-TZVPD",
  "species": ["C", "C", "C", "I", "C", "C", "C", "C", "C", "S", "N", "C", "C", "C", "O", "C", "H", "H", "H", "H", "H", "H", "H", "H", "H", "H", "H", "H", "H", "H", "H", "H", "H", "H", "H", "C", "O", "C", "C", "O", "C", "H", "H", "H", "H", "H", "H", "H", "H", "H", "H"],
  "coordinates": [[-3.808124, -3.880927, -2.180497], [-2.383782, -4.025161, -1.608497], [-1.388948, -2.922167, -2.073062], [-0.970618, -3.011725, -4.169987], [-1.816710, -1.534574, -1.588245], [-2.580437, -0.742510, -2.424984], [-2.966215, 0.533773, -2.048470], [-2.575725, 0.978122, -0.789364], [-1.831209, 0.165509, 0.023653], [-1.331330, 0.852223, 1.598554], [-1.462187, -1.082788, -0.366397], [-0.648738, -1.929338, 0.553728], [0.856456, -1.754941, 0.190409], [1.807126, -1.517990, 1.399279], [1.163854, -1.015316, 2.551478], [1.354013, -1.860201, 3.695492], [-3.943865, -4.485186, -3.083105], [-4.507885, -4.303687, -1.446909], [-4.124291, -2.847355, -2.341631], [-2.466641, -3.952820, -0.512909], [-1.954588, -5.010946, -1.810375], [-0.443636, -3.154859, -1.577005], [-2.903269, -1.082949, -3.401740], [-3.570786, 1.132301, -2.722573], [-2.871610, 1.966664, -0.455639], [-2.293446, 0.498593, 2.483339], [-0.911131, -2.974158, 0.381466], [-0.884279, -1.721763, 1.595416], [1.194019, -2.674082, -0.304084], [0.960217, -0.936758, -0.530392], [2.543939, -0.761760, 1.082763], [2.400077, -2.422113, 1.589229], [2.304453, -1.580454, 4.167077], [1.354961, -2.925074, 3.425829], [0.515636, -1.709665, 4.383373], [2.149602, 4.841940, 2.058809], [2.116200, 5.262167, 0.704124], [3.279662, 4.892067, -0.022159], [3.040650, 3.658711, -0.867694], [2.785929, 2.509542, -0.065838], [1.411471, 2.211680, 0.047272], [1.136607, 4.914579, 2.454762], [2.493464, 3.810050, 2.158603], [2.798336, 5.502330, 2.642323], [4.125004, 4.738531, 0.655286], [3.530510, 5.727747, -0.681495], [3.942602, 3.450696, -1.449926], [2.219425, 3.827857, -1.571249], [1.058055, 1.717531, -0.870056], [0.809349, 3.104182, 0.236460], [1.287833, 1.524475, 0.885559]],
  "atomic_forces_ev_per_a": [[-0.1, -0.8, 0.4], [-0.4, 0.7, -0.1], [0.1, -0.3, 1.2], [0.0, 0.0, 0.2], [0.1, -0.8, -1.1], [-0.5, 0.9, -0.2], [0.2, -0.5, 0.3], [-0.4, 0.5, -0.8], [-0.5, 0.3, 1.2], [0.5, 0.3, 0.1], [-0.3, -0.2, 0.4], [0.8, -0.6, -0.5], [-0.2, -0.1, 0.5], [0.6, 0.7, -0.5], [-0.2, -1.0, 0.0], [0.0, 0.3, 0.0], [0.1, 0.4, 0.0], [0.1, 0.1, -0.2], [0.2, -0.2, -0.1], [0.2, 0.0, -0.2], [-0.1, 0.2, -0.1], [0.0, 0.1, -0.5], [0.3, -0.3, 0.2], [0.1, 0.0, 0.2], [0.2, -0.2, 0.1], [-0.2, -0.3, -0.7], [-0.3, 0.3, 0.0], [0.1, 0.4, -0.3], [0.0, 0.3, -0.1], [0.0, -0.1, 0.2], [-0.1, -0.2, 0.0], [-0.4, 0.1, 0.2], [-0.2, -0.3, 0.1], [0.1, 0.2, 0.0], [0.2, 0.2, -0.1], [-0.1, 0.2, 0.0], [0.0, -0.3, 0.0], [-0.2, 0.2, -0.1], [0.3, -0.1, 0.0], [-0.2, 0.1, 0.0], [0.1, -0.1, 0.0], [0.0, 0.1, 0.0], [0.0, 0.0, 0.0], [0.0, -0.1, 0.1], [0.0, -0.1, 0.0], [0.0, 0.0, 0.0], [0.0, 0.0, 0.0], [0.0, 0.0, 0.0], [-0.1, 0.1, 0.0], [0.0, 0.0, 0.0], [0.1, 0.0, 0.0]],
  "lowdin_charge": [-0.10, -0.28, -0.68, 0.98, -0.22, -0.05, 0.02, -0.05, -0.50, 0.90, 0.01, -0.10, -0.10, -0.22, -0.24, -0.08, 0.08, 0.08, 0.06, 0.10, 0.12, 0.05, 0.08, 0.14, 0.12, -0.08, 0.11, 0.10, 0.11, 0.11, 0.13, 0.12, 0.10, 0.09, 0.09, -0.11, -0.19, -0.20, -0.19, -0.18, -0.15, 0.09, 0.08, 0.09, 0.13, 0.13, 0.13, 0.13, 0.09, 0.09, 0.05],
  "de_lowest_kj_mol": 0.0,
  "e_tot_ha": -1603.0884,
  "gap_ev": 7.089,
  "charge": 1,
  "lumo_energy_ev": -4.16,
  "multiplicity": 1
}

---

Entry 3:
{
  "formula": "C16H29NOS",
  "method": "ωB97M-V/def2-TZVPD",
  "species": ["C", "H", "H", "H", "C", "C", "H", "H", "H", "C", "H", "H", "C", "C", "N", "C", "H", "H", "C", "O", "C", "H", "C", "H", "H", "H", "H", "H", "S", "H", "H", "C", "C", "C", "C", "C", "C", "H", "H", "H", "H", "H", "H", "H", "H", "H", "H", "H"],
  "coordinates": [[0.292140, -2.047319, 2.126622], [-0.564137, -1.728917, 2.750320], [0.428003, -2.983648, 1.998009], [1.238921, -1.487950, 2.542629], [0.290854, -1.380641, 0.721783], [-1.247171, -2.033594, 0.322101], [-2.009911, -1.862681, 1.169608], [-1.240455, -3.003657, 0.025087], [-1.529501, -1.507853, -0.783311], [0.206197, 0.062893, 0.665896], [-0.178309, 0.282315, -0.534246], [1.297205, 0.286137, 0.644026], [-0.513138, 0.841438, 1.768895], [-0.659219, 2.198009, 1.439936], [-1.169560, 2.873472, 0.440895], [-2.295324, 2.059464, -0.253115], [-2.279601, 1.132618, -0.010429], [-2.030771, 2.317957, -1.301453], [-3.714884, 2.918503, -0.105869], [-3.696293, 4.107170, -0.187384], [-2.538755, 4.830933, 0.541519], [-2.740751, 5.681178, 0.345379], [-1.332270, 4.184336, 0.227479], [-0.587702, 4.519511, 0.987932], [-0.918814, 4.550849, -1.019956], [-2.906510, 4.732405, 1.655706], [-4.312297, 2.461189, -0.518603], [-3.992823, 2.607090, 0.895818], [0.438445, 2.944483, 2.539232], [-1.749266, 0.384203, 1.702912], [-0.323015, 0.527092, 2.553989], [1.262172, -2.089234, -0.377480], [0.949997, -1.666639, -1.792009], [2.022996, -2.453212, -2.607843], [3.432447, -2.313293, -2.222267], [3.392804, -2.737900, -0.954271], [2.700411, -1.808231, 0.002300], [2.592578, -2.410814, 1.244807], [2.844304, -0.900092, -0.002623], [4.518925, -2.727083, -0.582113], [3.231934, -3.800481, -0.557367], [3.920995, -3.150108, -2.877816], [3.726204, -1.335501, -2.351107], [1.884449, -2.165893, -3.608388], [1.728738, -3.579274, -2.764343], [-0.069783, -1.656778, -2.037443], [1.248162, -0.556772, -1.723249], [0.951382, -3.115682, -0.140196]],
  "atomic_forces_ev_per_a": [[2.6, 9.5, 0.8], [0.4, -0.5, -0.5], [0.8, -6.6, -0.3], [-1.4, -1.7, 0.4], [-5.3, -5.1, -1.0], [0.0, 5.7, -1.7], [1.0, -0.1, -1.7], [0.4, -3.2, -0.3], [0.0, -0.9, 3.2], [1.0, 1.4, -3.7], [0.9, 0.0, 3.6], [-0.5, 1.1, 0.2], [-9.0, -1.0, -15.7], [4.8, 4.8, 3.8], [-4.9, -7.5, -1.4], [0.3, 9.8, -3.6], [-0.2, -5.9, 1.4], [-0.1, -1.2, 0.1], [11.6, -5.9, 10.9], [1.9, 13.4, -1.9], [-4.4, -11.7, 4.5], [-1.4, 11.1, -3.1], [6.1, 4.4, -2.4], [0.1, 1.2, -0.8], [-1.2, -1.2, 3.7], [1.2, -0.2, -1.6], [-10.9, -7.7, -9.0], [-0.1, -0.5, 1.7], [-0.6, 1.1, -0.4], [2.9, 0.8, 0.1], [3.9, -3.8, 13.4], [-3.3, 1.6, 3.4], [3.9, 1.2, 1.5], [-4.3, -1.3, -2.9], [-1.4, -3.4, -6.6], [7.0, -2.4, 10.7], [-4.2, -12.8, 3.3], [1.4, 2.4, -3.6], [2.3, 9.2, 0.2], [-1.3, 0.1, -0.4], [-0.7, 1.2, -1.7], [0.0, 2.1, 0.8], [1.3, 2.0, -0.4], [-0.1, 0.8, -1.8], [0.5, 1.8, 1.1], [-1.1, -0.7, -0.8], [-0.2, -1.3, -0.9], [0.7, -0.2, -0.7]],
  "lowdin_charge": [-0.05, 0.09, 0.01, 0.12, -0.47, -0.04, 0.08, 0.01, 0.12, -0.16, 0.18, 0.13, -0.28, -0.70, -0.11, 0.03, 0.01, 0.13, -0.35, -0.02, -0.04, 0.02, -0.25, 0.08, 0.24, 0.19, 0.01, 0.13, 0.66, 0.20, -0.05, -0.33, -0.12, -0.21, -0.27, -0.33, -0.10, 0.22, 0.02, 0.15, 0.16, 0.17, 0.12, 0.08, 0.16, 0.07, 0.14, 0.14],
  "de_lowest_kj_mol": 1759.6,
  "e_tot_ha": -1154.6257,
  "gap_ev": 8.307,
  "lumo_energy_ev": 0.50,
  "multiplicity": 1
}

---

Entry 4:
{
  "formula": "C16H30BF10NO",
  "method": "ωB97M-V/def2-TZVPD",
  "species": ["C", "C", "F", "B", "C", "C", "C", "F", "F", "C", "F", "F", "C", "F", "F", "C", "F", "F", "F", "H", "H", "H", "H", "H", "H", "H", "H", "H", "H", "C", "C", "N", "C", "C", "C", "C", "C", "O", "C", "H", "H", "H", "H", "H", "H", "H", "H", "H", "H", "H", "H", "H", "H", "H", "H", "H", "H", "H", "H"],
  "coordinates": [[0.353376, 2.496049, -2.700079], [-0.276313, 1.317008, -3.701630], [-0.808571, 1.981469, -4.949289], [0.990375, 0.367209, -4.152768], [0.589144, -1.215802, -4.434322], [0.981459, -2.231820, -3.202011], [2.536071, -2.760200, -3.215916], [2.724709, -3.561641, -4.482757], [3.555434, -1.674295, -3.278538], [2.855506, -3.828339, -1.969214], [1.946836, -3.429019, -0.830380], [2.529522, -5.187379, -2.485936], [4.391400, -3.708944, -1.394943], [4.607219, -2.420874, -0.635223], [5.395892, -3.836905, -2.516418], [4.798769, -4.908440, -0.321257], [5.675838, -4.274853, 0.732118], [3.638977, -5.507761, 0.378311], [5.602032, -6.000835, -0.919118], [0.620910, 1.918281, -1.691573], [-0.395638, 3.374173, -2.503002], [1.379533, 2.849540, -3.191587], [-1.123363, 0.693130, -3.188226], [1.604786, 0.809175, -5.065207], [1.762842, 0.340317, -3.236407], [-0.601942, -1.234288, -4.510940], [0.981203, -1.549963, -5.487554], [0.297705, -3.199296, -3.322410], [0.659945, -1.689962, -2.202461], [0.454445, 1.710972, 2.041675], [-0.578655, 1.395762, 3.116015], [-1.763191, 2.383509, 3.195593], [-1.201172, 3.759313, 3.631416], [-2.718380, 1.974352, 4.346841], [-3.458894, 0.660488, 4.184468], [-2.491416, 2.630108, 1.838788], [-3.043675, 1.402642, 1.090820], [-1.996667, 0.523788, 0.700599], [-2.306407, -0.856183, 0.833745], [0.933548, 2.679513, 2.207954], [1.248015, 0.957093, 2.074740], [0.046376, 1.704752, 1.031344], [-0.093496, 1.413725, 4.098638], [-0.978091, 0.392648, 2.977282], [-0.665655, 3.635207, 4.576406], [-2.042260, 4.451271, 3.756136], [-0.533982, 4.139200, 2.853666], [-3.441039, 2.788353, 4.467712], [-2.102266, 1.927182, 5.251274], [-4.354281, 0.782787, 3.573614], [-3.822277, 0.328367, 5.164930], [-2.846330, -0.146706, 3.782173], [-1.768625, 3.142755, 1.196878], [-3.310851, 3.327183, 2.054870], [-3.522040, 1.761116, 0.172642], [-3.826538, 0.893944, 1.655876], [-3.377619, -1.055938, 0.936772], [-1.782735, -1.240794, 1.708997], [-1.929496, -1.392142, -0.043128]],
  "atomic_forces_ev_per_a": [[-0.2, -1.1, -0.4], [1.0, 1.0, 0.3], [0.0, -0.7, 2.1], [-0.4, -0.8, 0.6], [-1.1, -0.7, -0.6], [-0.7, -0.3, -0.8], [-0.2, 0.4, -2.0], [-0.2, 2.2, 3.6], [-2.8, -3.5, 0.5], [-1.3, 0.5, -0.4], [2.8, -1.8, -3.2], [1.2, 4.1, 2.4], [2.0, 0.4, 0.0], [-0.9, -4.2, -3.0], [-3.5, 0.7, 3.7], [1.7, -1.4, 2.3], [-3.0, -2.4, -3.4], [3.9, 2.1, -2.5], [-3.0, 3.8, 2.0], [-0.6, 1.4, -2.0], [1.4, -1.4, -0.3], [-2.4, -0.6, 1.1], [1.0, 1.5, -0.9], [0.1, 0.6, -0.6], [0.4, 0.1, 0.7], [2.3, -0.4, 0.2], [-0.6, 0.1, 2.2], [1.8, 1.7, 0.5], [1.2, -1.2, -1.9], [0.0, 0.4, -0.1], [0.0, 0.0, -0.1], [0.1, 0.7, 0.4], [-0.4, -0.6, -0.4], [0.3, 0.0, -0.3], [-0.4, -0.1, 0.0], [0.2, -0.5, 0.3], [0.4, 0.0, -0.2], [-0.7, 0.3, 0.4], [0.3, -0.3, -0.2], [0.0, -0.1, 0.0], [-0.2, 0.1, 0.1], [0.0, -0.1, 0.1], [-0.3, 0.2, 0.0], [-0.1, 0.2, -0.1], [-0.1, 0.0, -0.2], [0.2, -0.3, 0.0], [-0.1, -0.2, 0.2], [0.3, 0.0, -0.1], [0.1, 0.2, -0.3], [0.2, -0.1, 0.0], [0.2, 0.2, -0.1], [0.0, 0.1, 0.0], [-0.1, -0.1, 0.2], [0.2, -0.2, 0.1], [0.0, 0.3, 0.1], [0.2, 0.0, 0.0], [0.1, 0.1, -0.1], [0.0, -0.2, 0.2], [-0.1, 0.2, 0.1]],
  "lowdin_charge": [-0.13, -0.30, -0.18, -0.54, -0.21, -0.13, -0.17, -0.03, 0.00, -0.10, -0.01, 0.03, -0.06, 0.02, 0.03, -0.14, 0.01, 0.04, 0.04, 0.06, 0.05, 0.09, 0.11, 0.05, 0.04, 0.10, 0.10, 0.13, 0.12, -0.05, -0.15, -0.23, 0.02, -0.15, -0.06, -0.04, -0.18, -0.20, -0.07, 0.08, 0.10, 0.07, 0.13, 0.10, 0.11, 0.11, 0.10, 0.13, 0.13, 0.08, 0.10, 0.07, 0.14, 0.14, 0.14, 0.09, 0.10, 0.08, 0.10],
  "e_tot_ha": -1780.7677,
  "gap_ev": 6.187,
  "lumo_energy_ev": -0.92,
  "multiplicity": 1
}